This record from OMol25 describes a molecular structure, C44H48AlN4P3SeTe. The level of theory is the ωB97M-V functional and the def2-TZVPD basis.

XYZ file:
```
102
Properties=species:S:1:pos:R:3:forces:R:3
Al -0.196 0.494 0.515 0.11 -0.40 0.57
Te 3.121 1.518 2.917 -0.05 -0.01 0.13
C 4.286 0.606 4.411 0.02 -0.15 -0.03
C 4.910 -0.607 4.160 -0.06 0.04 0.09
C 5.659 -1.178 5.178 0.05 -0.08 -0.01
N 5.825 -0.625 6.376 -0.02 0.01 -0.04
C 5.237 0.545 6.590 0.02 0.06 0.11
C 4.452 1.202 5.650 -0.01 -0.01 -0.04
C 2.121 -0.173 2.213 -0.26 0.42 -0.14
P 2.077 -0.416 0.473 -0.04 -0.13 -0.04
C 3.485 0.327 -0.390 -0.04 -0.03 -0.05
C 4.517 -0.484 -0.857 -0.02 -0.03 -0.05
C 5.629 0.082 -1.464 0.01 0.00 -0.02
C 5.720 1.456 -1.618 -0.04 0.01 0.03
C 4.694 2.274 -1.161 0.04 -0.05 -0.02
C 3.590 1.708 -0.550 -0.06 0.10 0.03
C 2.180 -2.172 0.061 0.08 0.01 -0.05
C 2.783 -3.054 0.950 -0.03 0.00 -0.01
C 2.896 -4.396 0.618 -0.01 0.01 0.00
C 2.410 -4.854 -0.598 -0.02 0.03 -0.03
C 1.808 -3.973 -1.489 0.01 -0.02 0.05
C 1.692 -2.633 -1.158 0.00 0.00 -0.03
P 0.431 -0.479 2.688 0.02 -0.19 -0.10
C 0.109 0.145 4.351 0.07 0.08 -0.01
C -1.009 0.932 4.617 -0.01 0.00 -0.01
C -1.248 1.405 5.900 0.03 -0.01 0.04
C -0.368 1.092 6.926 -0.02 0.00 -0.01
C 0.754 0.318 6.667 0.03 0.01 -0.01
C 0.998 -0.149 5.387 0.00 0.02 -0.03
C 0.099 -2.269 2.716 0.02 0.08 0.19
C -0.429 -2.866 1.579 0.00 0.07 -0.23
C -0.615 -4.237 1.509 0.04 -0.07 0.06
C -0.275 -5.031 2.595 0.01 0.09 0.01
C 0.248 -4.446 3.743 -0.04 -0.03 -0.09
C 0.434 -3.075 3.804 -0.01 -0.01 0.03
H 4.815 -1.104 3.204 0.00 -0.01 -0.04
H 6.158 -2.127 5.019 0.02 -0.05 -0.02
H 5.388 0.983 7.569 0.00 0.02 0.03
H 3.982 2.144 5.897 -0.02 0.04 0.03
H 4.459 -1.560 -0.754 0.01 0.02 0.01
H 6.425 -0.557 -1.820 0.03 -0.02 0.00
H 6.591 1.891 -2.089 0.03 0.02 -0.03
H 4.765 3.348 -1.267 0.00 0.03 -0.01
H 2.821 2.362 -0.157 0.05 -0.02 0.04
H 3.138 -2.688 1.905 0.01 0.01 0.03
H 3.361 -5.084 1.310 0.02 -0.03 0.03
H 2.500 -5.900 -0.853 0.00 -0.04 -0.02
H 1.436 -4.333 -2.438 -0.01 -0.02 -0.04
H 1.229 -1.945 -1.860 0.01 0.01 0.00
H -1.705 1.178 3.827 -0.02 0.00 -0.03
H -2.122 2.009 6.100 -0.03 0.01 0.00
H -0.557 1.452 7.928 -0.01 0.01 0.03
H 1.447 0.081 7.463 0.02 -0.01 0.02
H 1.891 -0.728 5.191 0.05 -0.01 -0.01
H -0.684 -2.260 0.706 0.12 -0.08 0.18
H -1.016 -4.685 0.610 -0.02 -0.02 -0.03
H -0.421 -6.101 2.551 0.00 -0.04 -0.01
H 0.509 -5.060 4.593 0.00 -0.02 0.03
H 0.835 -2.643 4.710 0.01 0.03 0.00
C -3.680 -2.093 0.803 0.09 -0.04 0.07
C -3.709 -0.567 0.859 -0.09 -0.06 -0.05
C -3.492 -0.077 2.286 0.07 -0.01 0.05
P -2.546 0.284 -0.289 0.12 0.14 -0.03
C -2.579 -0.700 -1.840 -0.04 -0.04 -0.04
C -1.467 -0.332 -2.822 0.08 0.00 0.03
C -3.954 -0.735 -2.510 0.02 -0.04 0.01
C -3.263 1.996 -0.502 0.03 0.03 0.09
C -2.924 2.652 -1.842 0.01 0.01 -0.01
C -4.774 2.091 -0.266 0.01 -0.01 0.02
H -4.445 -2.472 1.481 -0.01 -0.01 0.02
H -2.724 -2.502 1.137 -0.23 0.09 -0.05
H -3.907 -2.487 -0.185 -0.02 -0.02 -0.05
H -4.693 -0.236 0.518 0.05 -0.07 0.01
H -2.549 -0.465 2.678 -0.07 0.01 -0.01
H -4.289 -0.447 2.931 -0.02 0.00 0.01
H -3.485 1.012 2.364 0.01 0.04 -0.01
H -2.361 -1.706 -1.461 0.03 0.03 -0.03
H -1.639 0.641 -3.279 0.01 0.05 -0.02
H -1.436 -1.069 -3.625 -0.01 0.00 -0.01
H -0.480 -0.329 -2.346 -0.07 -0.01 -0.01
H -4.233 0.235 -2.918 0.01 0.02 -0.01
H -4.741 -1.054 -1.829 -0.03 -0.01 0.04
H -3.934 -1.442 -3.339 0.01 -0.02 -0.02
H -2.765 2.570 0.292 -0.04 -0.02 -0.05
H -3.464 2.185 -2.664 -0.02 -0.01 0.00
H -1.866 2.628 -2.080 0.06 -0.01 0.00
H -3.235 3.696 -1.808 0.00 0.01 0.00
H -5.332 1.454 -0.952 -0.01 -0.02 -0.02
H -5.085 3.119 -0.452 0.00 0.02 0.00
H -5.065 1.845 0.753 0.00 -0.02 0.01
Se 0.948 2.784 -2.453 -0.02 0.13 0.17
N 1.255 4.290 -1.587 0.00 0.03 0.05
C 0.913 4.130 -0.318 0.08 0.08 -0.05
C 1.036 5.031 0.795 0.02 -0.09 -0.18
C 0.693 4.561 2.023 -0.07 -0.24 0.06
C 0.217 3.220 2.222 0.10 0.17 -0.06
N 0.059 2.385 1.220 -0.09 0.04 -0.36
C 0.399 2.846 -0.023 -0.12 -0.09 0.14
N 0.294 1.969 -0.996 0.03 0.21 -0.25
H 1.411 6.033 0.649 0.02 0.06 -0.02
H 0.793 5.187 2.898 -0.02 0.03 0.03
H -0.045 2.868 3.212 0.05 -0.01 0.02
```
Forces are in eV/Å.

Computed properties:
net charge	+2
LUMO level	-7.40	eV